Computed, not measured: a 2-piece molecular cluster, C8H18BrOPS overall in a non-equilibrium geometry, with ωB97M-V/def2-TZVPD.

```
30
C8H18BrOPS ωB97M-V/def2-TZVPD
Br 5.11533 0.37911 0.70170
H 2.88985 -1.26298 0.62955
H -1.62968 0.45444 0.58665
H -4.88454 2.22308 0.76697
C 0.82780 -0.76790 0.66617
C 1.46398 -3.68524 -1.43483
H -2.33476 2.99270 1.08778
H -2.84429 3.02509 -0.55438
H 2.95504 -1.94197 -1.49633
C 1.98477 -1.78904 0.40688
H 1.18206 -1.47181 -1.61982
H -0.13783 2.77660 -0.60826
C -4.00697 1.57454 0.76635
S 2.42730 1.83080 0.98772
H -3.90084 1.10473 1.75398
H -4.28237 1.00761 -0.15119
P 1.13777 0.70305 -0.39048
H 2.11316 -2.80556 0.90153
C -0.29113 1.84091 -0.00560
H -0.14092 -1.28778 0.30265
H -0.24075 2.18101 1.10426
C -1.73194 1.26897 -0.09086
H 1.06038 -3.60292 -2.42045
H 0.64132 -4.00362 -0.79113
C -2.75730 2.36443 0.30722
H 2.23166 -4.37430 -1.43959
C 1.95006 -2.15996 -1.05276
H 0.63317 -0.67387 1.72720
H -1.97571 0.90790 -1.08561
O 2.54536 3.19199 0.44471
```

As for the energy above the lowest of the compared OMol25 structures with the same formula, charge and spin: 272.9 kJ/mol. The calculation puts the electronic energy at -100798.92530 eV. Its strongest force on any atom is 3.93 eV Å⁻¹. The calculation puts the frontier orbital gap (spin up / spin down) at 7.52 / 6.25 eV.

Atom charges from the Löwdin analysis, given in e for atoms 1 to 8: atom 1 (Br): -0.068, atom 2 (H): -0.020, atom 3 (H): 0.073, atom 4 (H): 0.059, atom 5 (C): -0.425, atom 6 (C): -0.070, atom 7 (H): 0.096, atom 8 (H): 0.109